A molecular structure, C31H45O3Re in a non-equilibrium geometry. Source: the OMol25 dataset; level of theory: ωB97M-V/def2-TZVPD.

Last column: Löwdin charge in e.
Positions of all 80 atoms, in Å:
O1 -1.402 2.514 -4.683  -0.1433
C1 -0.375 2.815 -3.565  -0.1645
C2 -0.538 4.310 -3.781  -0.0590
H1 0.603 2.441 -3.849  0.1020
H2 -0.703 2.398 -2.586  0.0792
C3 -1.819 3.916 -4.563  -0.5416
H3 0.387 4.597 -4.301  0.1266
H4 -0.667 4.890 -2.887  0.1013
C4 -2.054 4.353 -5.984  -0.0128
H5 -1.304 3.959 -6.681  0.0946
H6 -2.051 5.435 -6.041  0.0865
H7 -3.038 3.945 -6.297  0.0986
C5 -3.060 3.987 -3.656  -0.0095
H8 -2.932 3.569 -2.655  0.0568
H9 -3.876 3.424 -4.097  0.0874
H10 -3.440 5.010 -3.551  0.0974
Re1 -0.172 0.789 -0.088  1.4678
C6 0.538 2.126 1.398  -0.1897
C7 1.409 0.988 1.314  -0.1936
C8 1.956 0.932 -0.022  -0.1904
H11 1.676 0.336 2.149  0.1105
C9 1.416 2.049 -0.764  -0.1859
C10 0.540 2.784 0.127  -0.1847
H12 0.024 3.718 -0.135  0.1387
H13 0.045 2.462 2.318  0.1449
H14 2.636 0.158 -0.414  0.1311
H15 1.633 2.325 -1.799  0.1186
C11 -1.858 0.145 1.188  -0.1733
C12 -2.207 1.419 0.552  -0.1652
C13 -2.352 1.190 -0.867  -0.1141
H16 -2.434 2.363 1.039  0.1292
C14 -2.021 -0.188 -1.104  -0.1513
C15 -1.713 -0.832 0.162  -0.1600
H17 -1.421 -1.886 0.234  0.1260
H18 -1.767 -0.010 2.250  0.1128
H19 -2.730 1.876 -1.621  0.1000
H20 -2.011 -0.644 -2.083  0.1007
O2 -0.083 -0.073 -2.703  -0.2645
C16 -0.556 0.163 -4.083  -0.1940
C17 -0.022 -0.894 -5.010  -0.1456
H21 -0.017 0.996 -4.577  0.0970
H22 -1.645 0.311 -4.115  0.1357
C18 0.448 -2.002 -4.068  -0.1349
H23 0.829 -0.498 -5.612  0.1270
H24 -0.764 -1.191 -5.748  0.1207
C19 0.172 -1.515 -2.634  -0.1795
H25 1.525 -2.201 -4.158  0.1172
H26 -0.104 -2.912 -4.285  0.1122
H27 1.037 -1.627 -1.992  0.1078
H28 -0.670 -2.084 -2.203  0.1110
C20 4.579 -1.508 2.315  -0.0799
C21 3.123 -1.913 2.144  -0.3863
C22 3.063 -3.249 1.384  -0.0546
C23 2.330 -1.936 3.442  -0.0972
C24 2.893 -1.549 4.643  -0.0247
C25 2.128 -1.349 5.803  -0.0238
C26 0.789 -1.739 5.843  -0.0269
C27 0.154 -2.229 4.715  -0.0750
C28 -1.339 -2.555 4.692  -0.3785
C29 -1.649 -3.984 4.259  -0.0534
C30 -2.068 -2.191 5.988  -0.0802
C31 0.894 -2.291 3.430  -0.2898
O3 0.293 -2.500 2.356  0.0393
H29 5.102 -2.219 2.963  0.0918
H30 4.669 -0.505 2.736  0.0818
H31 5.097 -1.498 1.352  0.0836
H32 2.647 -1.163 1.494  0.0892
H33 3.487 -4.039 2.024  0.0951
H34 2.031 -3.512 1.100  0.0711
H35 3.672 -3.176 0.465  0.0828
H36 3.960 -1.354 4.679  0.1056
H37 2.590 -0.885 6.671  0.1167
H38 0.217 -1.614 6.759  0.1079
H39 -1.729 -1.881 3.898  0.1300
H40 -1.190 -4.693 4.944  0.0903
H41 -2.727 -4.134 4.273  0.0816
H42 -1.283 -4.155 3.250  0.0691
H43 -1.953 -1.130 6.227  0.0812
H44 -3.137 -2.388 5.857  0.0832
H45 -1.708 -2.795 6.826  0.0877

The calculated total energy is -41138.249 eV. Its gap between HOMO and LUMO (spin up / spin down) is 8.67 / 7.05 eV. The total charge is +1. Its spin multiplicity is 4. The expectation value of S² is 3.802. As for the energy above the lowest of the compared OMol25 structures with the same formula, charge and spin: 0.0 kcal/mol.